Computed, not measured: a 9-piece molecular cluster, C6H30N12O9 overall, with wB97M-V/def2-TZVPD.

Calculated values
Gap between HOMO and LUMO in eV: 8.1
HOMO in eV: -8.4
SMILES string: NC(N)=O.NC(N)=O.NC(N)=O.NC(N)=O.NC(N)=O.NC(N)=O.O.O.O
Charge: 0
E_tot in eV: -43023.72333
LUMO in eV: -0.284

Bonds (Å) are listed after each position.
Geometry (Å):
1 N 2.76 -1.80 -1.86  C2 1.371, H5 1.021, H6 1.005
2 C 2.89 -1.03 -2.99  N1 1.371, N3 1.338, O4 1.233
3 N 4.17 -0.71 -3.22  C2 1.338, H7 1.004, H8 1.003
4 O 1.95 -0.52 -3.61  C2 1.233
5 H 1.84 -2.19 -1.66  N1 1.021
6 H 3.55 -2.29 -1.50  N1 1.005
7 H 4.44 -0.20 -4.04  N3 1.004
8 H 4.86 -0.94 -2.52  N3 1.003
9 N 0.53 1.44 0.44  C10 1.336, H13 1.010, H14 1.005
10 C -0.09 2.61 0.34  N9 1.336, N11 1.338, O12 1.244
11 N 0.64 3.73 0.33  C10 1.338, H15 1.007, H16 1.001
12 O -1.29 2.71 0.03  C10 1.244
13 H -0.04 0.66 0.13  N9 1.010
14 H 1.29 1.42 1.10  N9 1.005
15 H 1.63 3.57 0.46  N11 1.007
16 H 0.23 4.64 0.19  N11 1.001
17 N 3.77 -0.72 4.28  C18 1.348, H21 1.001, H22 1.007
18 C 3.42 -0.92 2.99  N17 1.348, N19 1.331, O20 1.238
19 N 3.36 0.22 2.30  C18 1.331, H23 1.002, H24 1.008
20 O 3.15 -2.02 2.50  C18 1.238
21 H 3.78 0.23 4.58  N17 1.001
22 H 3.76 -1.51 4.90  N17 1.007
23 H 3.46 1.12 2.74  N19 1.002
24 H 3.31 0.12 1.30  N19 1.008
25 N -1.48 -1.35 -0.01  C26 1.358, H29 1.017, H30 1.003
26 C -0.24 -1.89 -0.13  N25 1.358, N27 1.351, O28 1.229
27 N 0.42 -1.85 1.05  C26 1.351, H31 1.003, H32 1.008
28 O 0.16 -2.48 -1.13  C26 1.229
29 H -2.01 -1.12 -0.84  N25 1.017
30 H -1.86 -1.11 0.88  N25 1.003
31 H -0.05 -1.49 1.86  N27 1.003
32 H 1.31 -2.32 1.14  N27 1.008
33 N -3.23 -1.25 -4.38  C34 1.347, H37 1.007, H38 1.002
34 C -2.30 -0.85 -3.48  N33 1.347, N35 1.367, O36 1.226
35 N -1.04 -1.23 -3.85  C34 1.367, H39 1.005, H40 1.009
36 O -2.57 -0.30 -2.42  C34 1.226
37 H -4.17 -1.08 -4.06  N33 1.007
38 H -2.90 -1.96 -5.01  N33 1.002
39 H -0.83 -1.52 -4.79  N35 1.005
40 H -0.21 -1.24 -3.28  N35 1.009
41 N -3.44 2.14 -1.61  C42 1.373, H45 1.017, H46 1.010
42 C -4.22 3.08 -2.23  N41 1.373, N43 1.364, O44 1.232
43 N -4.24 4.21 -1.47  C42 1.364, H47 1.010, H48 1.009
44 O -4.90 2.89 -3.25  C42 1.232
45 H -3.23 1.27 -2.11  N41 1.017
46 H -2.90 2.45 -0.82  N41 1.010
47 H -4.95 4.85 -1.82  N43 1.010
48 H -3.30 4.51 -1.28  N43 1.009
49 O 1.43 -3.05 4.70  H50 0.970, H51 0.968
50 H 0.81 -2.32 4.81  O49 0.970
51 H 1.86 -2.89 3.85  O49 0.968
52 O -2.05 0.07 2.56  H53 0.964, H54 0.963
53 H -2.13 1.03 2.50  O52 0.964
54 H -2.73 -0.19 3.20  O52 0.963
55 O -0.40 -0.93 4.70  H56 0.962, H57 0.962
56 H -0.84 -0.58 5.48  O55 0.962
57 H -1.11 -1.08 4.07  O55 0.962

Computed, not measured: a 9-piece molecular cluster, C6H30N2O8 overall, with wB97M-V/def2-TZVPD.

Calculated values
Gap between HOMO and LUMO in eV: 7.8
HOMO in eV: -7.8
SMILES string: CC/C(=C\N)CCN.O.O.O.O.O.O.O.O
Charge: 0
E_tot in eV: -26067.45677
LUMO in eV: 0.017

Bonds (Å) are listed after each position.
Geometry (Å):
1 C 0.99 -2.13 1.05  C2 1.537, H9 1.093, H10 1.102, H11 1.083
2 C 1.36 -1.66 -0.36  C1 1.537, C3 1.504, H12 1.098, H13 1.097
3 C 1.03 -0.22 -0.68  C2 1.504, C4 1.340, C6 1.512
4 C 1.09 0.79 0.20  C3 1.340, N5 1.388, H14 1.077
5 N 1.51 0.83 1.52  C4 1.388, H15 0.999, H16 1.006
6 C 0.47 -0.02 -2.07  C3 1.512, C7 1.512, H17 1.106, H18 1.101
7 C 1.27 -0.60 -3.21  C6 1.512, N8 1.458, H19 1.100, H20 1.105
8 N 2.69 -0.29 -3.14  C7 1.458, H21 1.003, H22 1.003
9 H 0.39 -3.03 1.19  C1 1.093
10 H 0.15 -1.48 1.33  C1 1.102
11 H 1.81 -1.88 1.72  C1 1.083
12 H 0.72 -2.26 -1.02  C2 1.098
13 H 2.38 -1.96 -0.63  C2 1.097
14 H 0.56 1.70 -0.04  C4 1.077
15 H 1.79 0.05 2.08  N5 0.999
16 H 1.88 1.73 1.80  N5 1.006
17 H 0.21 1.02 -2.33  C6 1.106
18 H -0.59 -0.33 -2.14  C6 1.101
19 H 1.03 -1.65 -3.45  C7 1.100
20 H 0.93 -0.11 -4.13  C7 1.105
21 H 3.00 0.42 -3.78  N8 1.003
22 H 2.96 -0.12 -2.19  N8 1.003
23 O -1.61 -2.33 2.93  H24 0.967, H25 0.968
24 H -0.87 -2.44 3.54  O23 0.967
25 H -1.82 -1.42 3.18  O23 0.968
26 O -2.81 -1.34 -1.66  H27 0.963, H28 0.956
27 H -3.17 -1.83 -0.91  O26 0.963
28 H -2.28 -1.89 -2.24  O26 0.956
29 O -2.87 -3.50 0.36  H30 0.958, H31 0.959
30 H -2.16 -3.42 -0.27  O29 0.958
31 H -2.61 -2.99 1.13  O29 0.959
32 O 1.70 3.69 0.11  H33 0.965, H34 0.960
33 H 1.07 3.40 -0.56  O32 0.965
34 H 2.53 3.82 -0.35  O32 0.960
35 O -2.32 2.07 -0.64  H36 0.948, H37 0.956
36 H -2.90 1.55 -1.19  O35 0.948
37 H -2.60 2.11 0.27  O35 0.956
38 O 0.49 0.10 3.95  H39 0.959, H40 0.956
39 H -0.30 -0.16 4.42  O38 0.959
40 H 0.88 0.87 4.37  O38 0.956
41 O -1.31 1.61 2.59  H42 0.969, H43 0.949
42 H -0.37 1.42 2.43  O41 0.969
43 H -1.56 2.52 2.61  O41 0.949
44 O -0.69 3.31 -2.22  H45 0.962, H46 0.962
45 H -1.28 3.66 -1.55  O44 0.962
46 H -0.74 2.38 -1.99  O44 0.962

Energy above the lowest of the compared OMol25 structures with the same formula, charge and spin for every record listed, in sequence, given in kcal per mole: 18.4; 58.5.